This record from OMol25 describes a structure of composition C4H5NO. The level of theory is ωB97M-V/def2-TZVPD.

Summary:
ΔE to the lowest compared entry with this formula, charge and spin ... 4.7441 eV
HOMO energy ... -8.4 eV
Gap between HOMO and LUMO ... 8.7 eV

Geometry as ORCA input:
```
! RIJCOSX wB97M-V def2-TZVPD def2/J DEFGRID3
* xyz 0 1
O -0.0451 1.8759 0.6436
C -1.1951 -0.8702 1.0456
H -1.5457 -0.7349 2.0827
H -0.6999 -0.3052 -1.3089
H 1.0445 -0.0520 -1.6161
C 0.2501 0.0133 -0.8565
N -0.1940 -1.7130 1.0173
C 0.0805 1.4758 -0.4869
H 0.0678 2.1789 -1.3466
C 0.5882 -0.9015 0.2846
H 1.6487 -0.9672 0.5411
*
```

Here are the Löwdin charges for atoms 1 to 8, given in e: 0.049, 0.039, 0.057, 0.121, 0.116, -0.190, -0.008, -0.265

***

This record from OMol25 describes the ion C6H7N2O2 with charge +1 in a non-equilibrium geometry. The level of theory is ωB97M-V/def2-TZVPD.

Summary:
ΔE to the lowest compared entry with this formula, charge and spin ... 0.9533 eV
HOMO energy (spin up / spin down) ... -9.3 / -13.3 eV
Gap between HOMO and LUMO (spin up / spin down) ... 5.7 / 5.5 eV

Geometry as ORCA input:
```
! RIJCOSX wB97M-V def2-TZVPD def2/J DEFGRID3
* xyz 1 3
O -0.6600 2.3018 0.7429
C 1.4518 -2.5191 0.7553
N -1.1901 2.8555 -1.4332
C 0.4671 -1.8704 1.5002
C 0.8621 -1.1685 -1.0211
H -1.1856 2.5210 -2.4071
C -0.1968 -0.7534 0.9946
H 1.8973 -3.3268 1.2284
H -0.9407 -0.0986 1.5200
H 1.1236 -1.1619 -2.0681
H -1.4702 3.7211 -1.1040
H -0.5704 1.4915 1.2797
C -0.7741 1.9802 -0.5350
N 1.5464 -2.1659 -0.5036
H 0.2340 -2.2759 2.4296
C 0.0191 -0.3333 -0.3359
O -0.6135 0.8028 -1.0428
*
```

Here are the Löwdin charges for atoms 1 to 8, given in e: 0.222, -0.069, 0.291, 0.044, -0.027, 0.181, -0.049, 0.110

***

This record from OMol25 describes a structure of composition C25H50BrFInO8 in a non-equilibrium geometry. The level of theory is ωB97M-V/def2-TZVPD.

Summary:
ΔE to the lowest compared entry with this formula, charge and spin ... 2.9133 eV
HOMO energy ... -5.2 eV
Gap between HOMO and LUMO ... 6.7 eV

Geometry as ORCA input:
```
! RIJCOSX wB97M-V def2-TZVPD def2/J DEFGRID3
* xyz -1 1
H -1.2828 0.1145 2.3118
C -4.0912 -1.5087 -4.5672
C 0.7250 -0.5286 1.9758
C -3.9777 -1.3109 3.1147
H 5.4159 -3.5994 4.8536
H 0.8958 1.4391 -1.0913
H -0.8829 -0.1864 0.6060
H -3.5080 -2.7885 -6.1798
H -0.2731 1.2847 1.4335
H 4.0901 -2.9382 7.7040
O 1.5305 2.1538 -4.0288
H -5.5695 -2.7837 -3.6908
H 2.9858 -4.1582 3.9187
H 4.8738 -1.8271 5.1970
H -3.8887 0.0264 -1.5908
Br -1.8624 -2.0465 6.2620
O -5.1302 -1.9527 5.1050
C 0.5030 5.6908 -6.6100
C -3.1264 1.9483 -1.0589
H -6.7730 -0.9967 2.6698
O 0.7599 -1.1424 3.0412
H -3.1418 3.7164 -2.2642
H 0.9653 -2.6830 8.7401
O -2.2431 1.4591 -0.3565
C 7.1379 -0.8986 1.2203
H -3.6365 -0.2815 2.9793
C 8.5389 1.1229 0.4642
H 2.7279 -1.0854 1.4895
H 0.0726 2.6823 -2.0591
C -4.1589 -1.9268 -6.0116
C -0.8000 4.9384 -6.6573
H -3.8177 -1.1009 -6.6449
C 4.6936 -2.7424 4.4517
H -3.1622 -1.8957 3.5533
C -4.5222 -2.5139 -3.5329
H 2.4011 -2.3318 4.1560
H -0.1538 2.9496 -6.2041
C 0.0587 -1.7690 6.8590
H -4.2433 3.7613 -0.8479
C 1.2279 1.2964 -3.2003
C -3.2652 3.4392 -1.2143
H -5.1899 -2.1706 -6.2800
H 2.3248 -0.3832 -2.4556
H 2.3407 -0.2104 -4.2247
H -0.5587 1.0205 -2.0556
H 2.8077 -5.5153 6.9338
H -2.4885 3.9393 -0.6261
H 8.7526 1.4316 1.4906
C -5.1651 -1.3389 4.0396
H 8.4643 2.0178 -0.1626
H 0.0060 -3.9491 7.7228
O 0.6084 -0.5740 6.6276
C 1.7198 -0.1207 -3.3270
H -6.1632 0.4745 3.4973
C 0.7618 -3.0410 7.6197
H 1.3097 5.0611 -6.9938
H 1.6438 -0.9424 0.0880
H 7.2892 -0.6800 2.2803
H -4.4202 -2.0743 -2.5350
H -4.0240 1.2514 -2.8720
H -4.2463 -1.7527 2.1518
C -4.1098 1.0793 -1.7962
O -1.7483 5.3454 -7.3268
H -7.1728 -0.6957 4.3756
O -3.6989 -0.3885 -4.2444
F 5.0588 -2.3760 3.0362
C 7.2359 0.3705 0.4169
H -1.8947 3.2340 -5.9833
H 6.1412 -1.3340 1.0908
H 0.8702 -0.8019 -3.4199
C 1.9124 -0.5006 1.0509
C -0.8980 3.6693 -5.8539
H 2.2536 0.5288 0.9155
H -0.7467 3.8879 -4.7939
In 2.7498 -3.7019 6.7634
H 7.8821 -1.6184 0.8701
H -3.8875 -3.4017 -3.5906
C 3.0849 -3.1785 4.5865
C -0.5065 0.2231 1.5468
H 0.7167 5.9995 -5.5836
C 0.3518 1.6239 -2.0209
H 9.3456 0.4932 0.0804
C -6.3966 -0.5872 3.6106
H 0.4284 6.5857 -7.2368
O 6.2876 0.7775 -0.2526
H -5.1254 1.2963 -1.4557
*
```

Here are the Löwdin charges for atoms 1 to 8, given in e: 0.072, -0.473, -0.470, -0.038, 0.102, 0.077, 0.070, 0.087

***

This record from OMol25 describes a structure of composition C3H7N2 in a non-equilibrium geometry. The level of theory is ωB97M-V/def2-TZVPD.

Summary:
ΔE to the lowest compared entry with this formula, charge and spin ... 4.9506 eV
HOMO energy ... -15.1 eV
Gap between HOMO and LUMO ... 10.2 eV

Geometry as ORCA input:
```
! RIJCOSX wB97M-V def2-TZVPD def2/J DEFGRID3
* xyz 1 1
H 0.9571 -2.0100 0.0715
H -1.6855 0.3447 -0.3711
H -0.7199 1.7309 -1.0431
C 0.3429 -1.0806 0.4630
H 0.6861 -0.2199 -2.1159
H 2.0554 -0.4647 2.1630
N 1.4651 0.7079 0.5068
H -0.8747 1.4272 0.5803
C 1.3591 -0.3231 1.2585
C 0.4111 0.2488 -0.3461
H -0.5642 -1.3008 1.0155
N -0.8355 0.9951 -0.3131
*
```

Here are the Löwdin charges for atoms 1 to 8, given in e: 0.167, 0.216, 0.188, -0.105, 0.284, 0.164, 0.099, 0.153

***

This record from OMol25 describes a cluster of 5 separate species, C23H42BN4O11 in total in a non-equilibrium geometry. The level of theory is ωB97M-V/def2-TZVPD.

Summary:
HOMO energy ... -11.7 eV
Gap between HOMO and LUMO ... 9.0 eV

Geometry as ORCA input:
```
! RIJCOSX wB97M-V def2-TZVPD def2/J DEFGRID3
* xyz 1 1
C -0.6662 7.5314 1.2039
H -6.0085 -2.7018 -2.5490
H -2.4226 -4.6020 -1.3531
H -1.6227 -2.7855 -2.3323
H 6.7583 -5.3484 -4.2023
H 3.8731 -5.0880 -4.6719
O -3.8661 -6.8065 -2.2604
O -0.5831 6.8710 0.0239
H 2.9998 -5.9311 -3.3629
C -4.5228 -4.8362 -0.9846
N -1.6723 -1.8540 0.6490
C 0.2976 3.4001 1.9184
C -3.1960 -4.1002 -0.7641
H -1.5963 -2.4256 1.4839
H 0.5641 -3.1443 0.5266
C 5.0623 -6.6118 -3.6522
H 7.0386 -6.3335 -2.7568
H 1.3577 -5.2488 -0.3197
C 4.1766 7.0778 4.4718
H 3.1439 7.3336 2.5634
H -5.1228 -6.9194 -0.6059
H -2.1226 7.4049 -1.2412
C -1.9015 6.6321 -0.5020
H -0.0599 1.4724 -0.1580
O 0.2970 7.9143 1.8009
C -1.1645 1.6533 1.6546
O -1.0017 2.8430 2.2495
H -2.8558 5.7284 1.2025
C 3.0502 6.4341 5.2678
H 0.2798 -5.6472 -1.4633
O -2.1934 1.0321 1.7122
H -3.4987 -1.3630 -3.7078
H -3.2315 -0.6158 0.0242
C 3.9647 -5.5514 -3.6878
H 0.3300 0.2227 1.0560
H 4.2334 8.1554 4.6090
H 4.8632 -7.3196 -2.8459
B -4.2968 -1.9141 -1.9777
C 0.0969 1.2738 0.9045
H 0.1840 -3.6566 -2.4210
O 5.7960 -4.7006 -2.4953
H -2.9318 -4.2669 0.2891
H 2.1583 7.0621 5.3059
H 0.1655 4.1138 1.1017
C -3.1100 -1.6760 0.2591
C 4.4820 -4.5145 -2.7146
H -2.4114 8.7406 1.3587
H -2.9221 -6.9618 -2.2661
O 3.8634 -3.6190 -2.2073
C 3.1215 5.3333 3.2649
H 1.5755 1.7454 2.4035
N -1.8187 -2.2013 -1.5302
H -3.8465 -1.8680 1.0360
O 2.7209 5.2274 4.5493
H -3.4157 -6.5390 -0.2825
N 0.1001 -3.0611 -0.3669
H -4.9664 -4.6384 -1.9582
H 5.1358 6.6504 4.7685
H -2.2607 7.5199 2.6496
H 5.1681 -7.1770 -4.5757
C 0.7846 -3.6949 -1.5153
O 2.8800 4.4926 2.4430
H 0.6928 3.9187 2.7783
H -3.8504 6.9692 0.4417
H 4.7199 6.5037 2.4299
N 1.1102 -5.0920 -1.2907
O -5.6476 -2.1692 -1.8345
H 3.3417 6.1741 6.2824
C -1.0347 -2.4245 -0.4170
C -3.2011 -2.5671 -0.9951
O -3.9104 -0.9745 -2.9300
C -4.2590 -6.3646 -0.9625
C -2.8293 6.6980 0.7021
H 1.6837 -3.1134 -1.7198
C -2.1187 7.7155 1.5907
C 1.1422 2.2061 1.5147
C 3.8378 6.6436 3.0483
H -1.9157 5.6620 -0.9936
H 1.9554 2.4675 0.8446
C 6.2896 -5.7786 -3.3154
H -5.2406 -4.6178 -0.1936
*
```

Here are the Löwdin charges for atoms 1 to 8, given in e: -0.490, 0.117, 0.114, 0.129, 0.130, 0.134, -0.056, 0.017